131
Properties=species:S:1:pos:R:3:forces:R:3:mulliken_charge:R:1 method="wB97M-V/def2-TZVPD" e_tot_ev=-155729.5393 homo_lumo_gap_ev=9.3 total_charge=0 smiles="NC(N)(N)Cc1cc(Cl)cc2c1C(=O)N(Cc1ccccc1)C2=O.O=S1(=O)CCCC1.O=S1(=O)CCCC1.O=S1(=O)CCCC1.O=S1(=O)CCCC1.O=S1(=O)CCCC1.O=S1(=O)CCCC1" e_homo_ev=-8.973
N 0.757025 -0.189063 1.768504 0.242 0.125 -0.127 -0.560
C 0.086110 0.713079 0.842933 -0.441 -0.335 -0.344 0.702
N -0.691382 -0.088281 -0.123093 0.241 0.142 -0.080 -0.543
N 1.107268 1.484322 0.159334 0.044 -0.334 -0.079 -0.691
C -0.888555 1.701653 1.533510 -0.040 -0.117 0.399 -1.663
C -2.220517 1.073154 1.825947 0.042 0.061 -0.157 0.907
C -2.403781 0.258539 2.941304 -0.162 0.077 -0.128 -0.557
C -3.631444 -0.361412 3.186154 0.202 0.019 0.039 -0.075
Cl -3.780142 -1.362760 4.602045 0.015 0.004 0.023 -0.242
C -4.723560 -0.213126 2.350688 -0.050 0.076 -0.361 -1.040
C -4.528058 0.610403 1.256456 0.139 0.095 -0.182 0.495
C -3.322426 1.251165 0.996416 -0.046 -0.270 0.093 0.494
C -3.501635 2.073809 -0.242262 -0.001 -0.036 0.059 -0.276
O -2.674866 2.511474 -0.991212 -0.229 0.298 0.376 -0.565
N -4.934351 2.209437 -0.423550 0.259 -0.449 -0.512 0.112
C -5.432669 3.473079 0.181262 -0.171 0.106 -0.048 -0.769
C -6.812737 3.308491 0.757882 -0.102 0.085 0.016 0.245
C -7.934054 3.324405 -0.063494 -0.029 -0.024 -0.225 -0.246
C -9.199194 3.128214 0.459186 -0.047 -0.036 0.186 -0.567
C -9.365548 2.914820 1.823003 0.019 0.103 -0.283 -0.405
C -8.253969 2.898427 2.647716 -0.119 -0.034 0.219 -0.788
C -6.987129 3.096030 2.120333 0.078 -0.075 -0.057 -0.070
C -5.471103 0.992744 0.153339 0.067 0.061 0.364 -0.267
O -6.410038 0.386560 -0.265577 -0.113 0.263 0.214 -0.538
H 1.156681 0.310582 2.552846 -0.005 -0.045 0.052 0.258
H 0.138986 -0.917433 2.094397 -0.050 0.060 0.145 0.287
H -1.005761 -0.964489 0.277725 -0.119 0.042 0.043 0.241
H -0.085255 -0.323649 -0.898947 0.023 -0.105 0.023 0.253
H 0.723872 1.785472 -0.732590 -0.074 0.307 0.122 0.257
H 1.865360 0.842081 -0.064933 0.145 0.124 0.095 0.216
H -0.449950 2.010208 2.485525 0.160 0.113 -0.104 0.469
H -1.008326 2.586265 0.913237 -0.025 -0.059 -0.111 0.432
H -1.575787 0.124483 3.625099 -0.096 -0.063 0.119 0.602
H -5.679224 -0.689067 2.518751 0.142 0.055 0.124 1.092
H -5.423287 4.250554 -0.581354 0.037 -0.034 -0.050 0.465
H -4.758186 3.787283 0.986651 0.029 -0.016 -0.008 0.370
H -7.819642 3.463814 -1.131758 0.086 0.028 0.001 0.403
H -10.067064 3.128918 -0.186369 0.029 0.032 -0.075 0.381
H -10.366686 2.776624 2.207845 0.048 -0.064 0.165 0.391
H -8.367846 2.727396 3.710195 -0.007 -0.002 0.012 0.368
H -6.124546 3.062146 2.776326 0.023 0.040 -0.012 0.374
C 4.394849 2.865656 -3.916081 0.148 -0.147 0.000 -0.166
C 5.091131 1.541857 -4.263551 -0.076 0.065 0.026 -0.665
C 5.757333 1.024554 -2.984014 0.049 0.090 -0.285 -0.120
S 4.776445 1.665008 -1.620998 -0.196 -0.043 -0.251 1.143
O 5.586362 2.579331 -0.853102 0.027 -0.037 0.179 -0.578
O 4.076171 0.577905 -0.975654 0.089 0.032 0.163 -0.741
C 3.633008 2.609019 -2.621208 -0.045 0.156 -0.175 -0.749
H 3.727207 3.194593 -4.706361 0.010 0.058 0.060 -0.260
H 5.142408 3.647304 -3.761354 -0.022 0.019 0.022 0.378
H 4.346960 0.820617 -4.609733 -0.014 0.006 0.017 0.302
H 5.825891 1.660119 -5.057164 0.031 -0.039 0.015 0.404
H 5.758336 -0.058132 -2.925970 -0.015 -0.019 0.143 -0.221
H 6.770686 1.405831 -2.871946 -0.012 0.009 0.095 0.370
H 3.351083 3.512132 -2.085061 0.015 -0.055 0.105 0.576
H 2.755024 1.986606 -2.794569 0.007 -0.024 0.021 0.294
C -7.845369 -5.514026 2.850289 0.085 0.019 0.016 -0.693
C -6.995147 -5.375526 4.119374 -0.005 0.137 -0.132 -0.366
C -6.072588 -4.164992 3.920555 -0.022 -0.253 0.185 -0.616
S -6.934813 -3.055713 2.796583 -0.283 -0.374 0.187 1.335
O -6.190461 -2.967790 1.565955 0.066 0.119 0.017 -0.658
O -7.345909 -1.864171 3.500336 0.118 0.106 -0.138 -0.708
C -8.355458 -4.112208 2.533276 -0.102 -0.222 -0.046 -0.826
H -8.667767 -6.213659 2.990499 0.002 -0.006 0.007 0.368
H -7.229001 -5.878876 2.025320 -0.023 0.012 -0.023 0.310
H -7.646785 -5.209154 4.977282 0.004 -0.025 0.015 0.251
H -6.422616 -6.275666 4.323142 -0.015 -0.014 0.045 0.177
H -5.875742 -3.633224 4.847317 0.034 0.109 -0.063 0.334
H -5.132475 -4.438803 3.445206 -0.011 0.079 -0.074 0.406
H -8.701929 -3.987352 1.510011 0.048 0.119 -0.003 0.426
H -9.128834 -3.799184 3.234085 0.020 0.042 0.009 0.352
C 1.222497 4.864849 -9.021979 0.081 -0.045 0.025 -0.557
C 1.921125 3.545114 -9.377608 -0.035 0.024 0.030 -0.664
C 2.600455 3.028552 -8.102798 0.038 -0.035 -0.282 -0.635
S 1.627512 3.664113 -6.727947 -0.190 -0.036 -0.270 1.184
O 2.440937 4.587855 -5.976159 -0.011 -0.015 0.084 -0.688
O 0.945408 2.578125 -6.073067 0.122 0.038 0.184 -0.707
C 0.472114 4.603502 -7.719820 -0.050 0.122 -0.211 -0.728
H 0.545949 5.190578 -9.810273 -0.001 0.006 -0.002 0.349
H 1.966268 5.649918 -8.870859 -0.020 0.018 0.012 0.289
H 1.179358 2.821060 -9.719496 -0.011 -0.001 0.019 0.306
H 2.645904 3.674711 -10.179628 0.004 -0.008 -0.002 0.322
H 2.611357 1.943270 -8.044375 0.019 0.002 0.116 0.404
H 3.611136 3.417436 -7.993903 -0.020 0.038 0.083 0.341
H 0.194441 5.506062 -7.181037 0.023 -0.054 0.107 0.403
H -0.403708 3.975837 -7.881093 0.003 -0.025 0.045 0.343
C -4.351765 -9.109260 6.727088 -0.042 0.059 0.054 -0.543
C -4.534396 -8.868321 8.232076 -0.026 -0.021 -0.043 -0.607
C -5.905317 -8.208401 8.427091 0.240 -0.003 0.146 -0.649
S -6.931795 -8.775833 7.062200 0.074 -0.123 0.079 1.044
O -7.263287 -7.642872 6.231804 -0.067 -0.048 0.032 -0.530
O -7.961031 -9.653078 7.552858 -0.092 0.075 -0.064 -0.695
C -5.657718 -9.730167 6.241873 0.235 -0.022 -0.053 -0.715
H -3.502799 -9.758676 6.520194 0.006 0.003 -0.004 0.346
H -4.179993 -8.158596 6.217344 -0.001 -0.012 -0.025 0.257
H -4.505868 -9.823155 8.760044 -0.015 -0.009 -0.012 0.302
H -3.740635 -8.244973 8.640280 -0.001 0.001 0.011 0.332
H -6.383673 -8.497796 9.358954 -0.098 0.026 -0.036 0.337
H -5.848404 -7.123647 8.361932 -0.063 0.002 -0.072 0.361
H -5.805028 -9.668366 5.166271 -0.112 0.021 0.015 0.393
H -5.759446 -10.762215 6.575725 -0.044 0.002 0.012 0.350
C 8.231170 -3.391906 -3.944029 0.056 0.036 -0.065 -0.740
C 9.725300 -3.216906 -4.245587 -0.036 0.020 0.036 -0.646
C 9.914524 -1.807659 -4.818662 0.161 -0.217 -0.023 -0.710
S 8.599123 -0.797992 -4.118971 0.136 -0.240 0.087 1.265
O 7.728162 -0.370084 -5.186762 -0.040 0.091 0.037 -0.637
O 9.154331 0.159057 -3.197400 -0.104 0.128 -0.065 -0.693
C 7.800169 -2.125365 -3.212462 0.001 -0.224 -0.017 -0.577
H 8.040324 -4.279832 -3.343678 -0.009 -0.002 0.001 0.391
H 7.672154 -3.489735 -4.877048 -0.024 0.003 0.013 0.318
H 10.297827 -3.319413 -3.321981 -0.010 0.014 0.010 0.302
H 10.088230 -3.971903 -4.940961 0.010 0.002 -0.003 0.331
H 10.868405 -1.366193 -4.542230 -0.037 0.106 -0.021 0.353
H 9.796895 -1.787357 -5.900248 -0.074 0.064 0.005 0.350
H 6.725662 -1.967936 -3.211312 -0.002 0.090 -0.015 0.323
H 8.184939 -2.099896 -2.193363 0.001 0.057 0.003 0.400
C 7.634558 5.034531 0.496038 0.024 -0.008 0.013 -0.345
C 7.673676 4.416365 1.898343 0.016 0.044 -0.006 -0.683
C 8.875568 5.024382 2.633741 -0.161 -0.245 0.035 -0.628
S 9.126437 6.657211 1.918892 -0.154 -0.051 0.011 1.141
O 10.399454 6.676732 1.242439 0.045 0.066 0.041 -0.655
O 8.794971 7.671069 2.888160 0.116 0.057 -0.016 -0.667
C 7.826130 6.534718 0.695044 -0.140 -0.140 -0.137 -0.766
H 6.699672 4.811469 -0.013899 0.014 -0.043 -0.010 0.210
H 8.449923 4.632575 -0.109041 -0.006 0.015 -0.022 0.275
H 6.752145 4.661018 2.429811 0.000 0.017 -0.004 0.324
H 7.747457 3.331296 1.855790 -0.016 -0.005 -0.006 0.305
H 8.703085 5.139460 3.700688 0.080 0.080 0.009 0.345
H 9.787182 4.454559 2.465244 0.045 0.077 -0.043 0.354
H 8.132545 7.065281 -0.203255 0.084 0.064 0.063 0.430
H 6.935810 6.998361 1.119124 0.023 0.027 0.034 0.368